{"formula": "C4H3NO2", "method": "wB97M-V/def2-TZVPD", "smiles": "O=C1C#CCON1", "de_lowest_kj_mol": 599.54, "orbital_gap_ev": 9.23, "symbols": ["C", "C", "C", "C", "N", "O", "O", "H", "H", "H"], "xyz": [[0.158, 1.312, -0.173], [-1.048, 1.228, 0.088], [-1.536, -0.184, -0.064], [1.379, 0.631, -0.093], [-0.437, -1.125, -0.036], [-2.693, -0.536, -0.211], [0.917, -0.742, 0.183], [1.936, 0.497, -0.959], [2.110, 0.785, 0.699], [-0.787, -1.865, 0.564]]}